{
  "formula": "C4H6O2",
  "method": "ωB97M-V/def2-TZVPD",
  "symbols": ["O", "C", "C", "C", "C", "O", "H", "H", "H", "H", "H", "H"],
  "xyz": [[1.09649, -1.34838, 0.93028], [0.66856, -0.02664, 0.89285], [0.51110, 0.80529, -0.39016], [-0.42620, -0.19556, -1.03331], [-0.96097, 0.12968, 0.38585], [-0.64539, 1.51628, 0.17509], [1.31938, 0.50855, 1.62106], [1.24743, 1.46439, -0.83440], [-0.05969, -1.19436, -1.28763], [-1.00844, 0.25564, -1.83588], [0.28125, -1.82031, 0.74274], [-2.02351, -0.09457, 0.63350]],
  "total_energy_ha": -306.34597,
  "gap_ev": 10.54,
  "e_above_lowest_kj_mol": 420.9,
  "multiplicity": 1
}